Molecular formula: C7H13Br15N4O2
Method: DFT, wB97M-V/def2-TZVPD

XYZ file:
```
41
C7H13Br15N4O2 | OMol25 | wB97M-V/def2-TZVPD
C -4.350 -15.255 -16.956
Br -3.748 -15.280 -18.794
Br -3.825 -13.605 -16.094
Br -3.703 -16.777 -15.991
H -5.431 -15.257 -16.978
C -2.834 -15.134 -12.723
Br -4.706 -15.416 -12.336
Br -1.826 -16.742 -12.438
Br -2.122 -13.645 -11.730
H -2.743 -14.907 -13.775
C -9.029 -12.898 -18.462
Br -10.129 -13.858 -17.195
Br -7.147 -13.022 -18.108
Br -9.557 -11.024 -18.510
H -9.263 -13.279 -19.443
C -1.531 -12.020 -18.372
Br -0.712 -12.458 -20.059
Br -3.222 -11.149 -18.651
Br -0.418 -10.944 -17.208
H -1.667 -12.969 -17.877
C -7.882 -17.494 -16.614
Br -7.408 -19.039 -15.513
Br -6.772 -17.458 -18.198
Br -7.590 -15.903 -15.581
H -8.907 -17.646 -16.915
C -5.050 -20.633 -12.985
O -5.278 -21.022 -11.848
N -4.893 -19.288 -13.260
N -5.053 -21.462 -14.077
H -4.630 -18.925 -14.157
H -5.181 -18.652 -12.540
H -5.291 -22.423 -13.926
H -4.897 -21.100 -14.998
C -0.398 -15.479 -21.836
O -0.408 -14.325 -22.220
N -1.571 -16.152 -21.535
N 0.752 -16.194 -21.626
H -2.405 -15.596 -21.523
H -1.680 -17.144 -21.633
H 1.622 -15.699 -21.649
H 0.686 -17.165 -21.391
```

As for the net charge: 0. The calculation puts the orbital gap at 9.33 eV. The highest occupied orbital energy is -9.9 eV.

Molecular formula: C7H9O6PS
Method: DFT, wB97M-V/def2-TZVPD

XYZ file:
```
24
C7H9O6PS | OMol25 | wB97M-V/def2-TZVPD
C -1.284 -1.537 -2.942
C -1.301 -0.890 -1.671
C -1.560 -0.346 -0.112
O -2.637 -1.188 0.504
C -2.054 -2.386 1.144
O -2.184 -2.545 2.479
O -1.347 -3.477 0.404
P 0.365 -3.392 0.871
S 1.389 -4.017 -0.689
H -1.620 -2.160 -3.903
H -0.585 -0.361 0.534
H -1.940 0.773 -0.248
H 0.634 -4.289 1.988
H 0.700 -2.022 1.241
O 1.913 0.565 -1.389
C 1.655 1.568 -0.744
O 2.460 2.668 -0.674
C 1.714 3.681 -0.024
C 0.706 2.912 0.766
O 0.525 1.734 0.004
H 2.362 4.293 0.610
H 1.252 4.321 -0.783
H 1.074 2.638 1.760
H -0.239 3.453 0.873
```

As for the net charge: 0. Its SMILES is C#CCOC(=O)O[PH2]=S.O=C1OCCO1. The calculation puts the orbital gap at 8.75 eV. The highest occupied orbital energy is -8.9 eV.

Molecular formula: C6H12O
Method: DFT, wB97M-V/def2-TZVPD

XYZ file:
```
19
C6H12O | OMol25 | wB97M-V/def2-TZVPD
C -1.499 0.513 -1.327
C -0.094 0.890 -0.838
C 0.527 -0.120 0.120
C 1.165 -1.328 -0.542
C 1.202 0.367 1.383
C -0.125 -0.311 1.467
O -1.185 0.520 1.843
H -2.257 0.672 -0.552
H -1.559 -0.536 -1.639
H -1.799 1.133 -2.178
H -0.134 1.877 -0.366
H 0.567 0.988 -1.709
H 0.517 -1.768 -1.309
H 2.109 -1.040 -1.023
H 1.396 -2.111 0.190
H 1.189 1.433 1.591
H 2.085 -0.161 1.737
H -0.168 -1.325 1.873
H -1.938 0.308 1.280
```

As for the net charge: 0. Its energy above the lowest of the compared OMol25 structures with the same formula, charge and spin is 26.4 kcal/mol. Its SMILES is CC[C@@]1(C)C[C@H]1O. The calculation puts the orbital gap at 10.46 eV. The highest occupied orbital energy is -9.5 eV.

Molecular formula: C6H14N2O2
Method: DFT, wB97M-V/def2-TZVPD

XYZ file:
```
24
C6H14N2O2 | OMol25 | wB97M-V/def2-TZVPD
C -2.589 -0.225 1.484
N -1.788 -1.103 0.654
C -1.920 -1.100 -0.705
C -0.900 -1.926 -1.442
O -2.776 -0.443 -1.262
H -3.413 -0.754 1.954
H -1.967 0.197 2.283
H -2.984 0.567 0.853
H -1.262 -1.818 1.123
H -0.393 -1.301 -2.183
H -0.121 -2.352 -0.804
H -1.408 -2.746 -1.960
C 1.494 0.383 1.763
N 1.545 1.253 0.598
C 2.269 0.954 -0.509
C 2.019 1.861 -1.685
O 3.075 0.044 -0.543
H 1.497 0.961 2.679
H 0.583 -0.209 1.664
H 2.331 -0.299 1.676
H 0.727 1.830 0.484
H 1.106 2.461 -1.650
H 2.889 2.490 -1.866
H 1.985 1.275 -2.604
```

As for the net charge: 0. Its energy above the lowest of the compared OMol25 structures with the same formula, charge and spin is 14.1 kcal/mol. Its SMILES is CNC(C)=O.CNC(C)=O. The calculation puts the orbital gap at 10.37 eV. The highest occupied orbital energy is -9.7 eV.

Molecular formula: C30H47ClN8O16
Method: DFT, wB97M-V/def2-TZVPD

XYZ file:
```
102
C30H47ClN8O16 | OMol25 | wB97M-V/def2-TZVPD
C 1.302 2.496 0.323
C 1.829 0.998 0.312
N 0.772 0.010 0.161
C 0.031 -0.528 1.127
C -0.885 -1.474 0.607
N -0.615 -1.562 -0.740
C 0.438 -0.645 -0.989
C -1.178 -2.505 -1.766
H 2.069 3.196 0.655
H 0.342 2.543 0.836
H 1.057 2.541 -0.738
H 2.263 0.752 1.282
H 2.658 0.772 -0.358
H 0.194 -0.240 2.155
H -1.647 -2.067 1.092
H 0.859 -0.415 -1.956
H -1.975 -2.065 -2.366
H -1.500 -3.401 -1.235
H -0.380 -2.745 -2.468
Cl 1.906 1.906 -3.759
O 2.404 0.592 -3.918
O 1.760 2.553 -5.015
O 0.605 1.842 -3.132
O 2.790 2.724 -2.972
C 3.492 3.946 3.298
N 2.697 3.163 4.318
O 1.998 2.182 3.923
O 2.976 3.329 5.491
H 3.137 3.777 2.281
H 4.504 3.541 3.314
H 3.414 5.022 3.454
C 1.458 5.370 -1.196
N 1.493 6.406 -2.287
O 0.456 6.850 -2.787
O 2.594 6.846 -2.539
H 2.487 5.188 -0.885
H 0.917 4.497 -1.562
H 0.968 5.784 -0.315
C -2.975 1.147 -4.030
N -3.886 0.045 -4.393
O -4.509 0.089 -5.389
O -3.989 -0.822 -3.559
H -2.222 0.623 -3.441
H -3.507 1.788 -3.327
H -2.559 1.695 -4.876
C -5.866 -2.680 -1.248
N -4.581 -3.159 -0.613
O -3.983 -2.491 0.250
O -4.084 -4.218 -0.994
H -5.463 -2.230 -2.156
H -6.300 -1.934 -0.582
H -6.555 -3.467 -1.555
C -3.802 -5.618 -3.899
N -2.362 -5.205 -3.966
O -1.483 -6.030 -4.133
O -2.137 -4.008 -3.936
H -4.411 -4.733 -3.715
H -3.808 -6.308 -3.056
H -4.101 -6.043 -4.858
C -1.516 -3.646 5.547
N -1.389 -3.575 4.052
O -1.503 -2.443 3.543
O -1.237 -4.631 3.461
H -2.238 -4.453 5.667
H -1.875 -2.729 6.015
H -0.502 -3.899 5.856
C 8.049 2.686 0.556
C 6.745 2.346 0.192
C 5.711 3.235 0.343
C 5.968 4.420 0.983
C 7.246 4.722 1.475
C 8.297 3.931 1.188
H 8.853 2.029 0.261
H 6.626 1.417 -0.347
H 4.766 3.031 -0.138
H 5.184 5.162 0.972
H 7.437 5.695 1.904
H 9.308 4.210 1.444
C -2.630 3.138 1.975
C -3.672 3.978 2.344
C -4.419 3.711 3.436
C -4.399 2.515 4.065
C -3.424 1.619 3.680
C -2.520 1.921 2.616
H -1.975 3.365 1.147
H -3.874 4.919 1.853
H -5.100 4.484 3.758
H -5.104 2.183 4.814
H -3.428 0.663 4.183
H -1.772 1.170 2.408
C 1.172 -5.825 -1.687
C 0.205 -6.852 -1.482
C -0.723 -6.726 -0.433
C -0.620 -5.657 0.477
C 0.380 -4.683 0.253
C 1.235 -4.784 -0.814
H 1.898 -5.859 -2.485
H 0.118 -7.580 -2.275
H -1.470 -7.498 -0.318
H -1.275 -5.560 1.330
H 0.415 -3.803 0.878
H 1.940 -3.968 -0.869
```

As for the net charge: 0. The calculation puts the orbital gap at 8.27 eV. The highest occupied orbital energy is -8.9 eV.

Molecular formula: C3H4FNOS
Method: DFT, wB97M-V/def2-TZVPD

XYZ file:
```
11
C3H4FNOS | OMol25 | wB97M-V/def2-TZVPD
O 3.003 0.238 0.029
S 1.689 -0.092 0.550
C 0.422 1.077 0.162
C -0.971 0.438 0.353
F -2.065 0.999 -0.160
C -0.544 -0.951 -0.284
N 0.750 -0.743 -0.736
H 0.594 1.698 -0.714
H -1.267 0.271 1.514
H -0.440 -1.768 0.475
H -1.170 -1.167 -1.189
```

As for the net charge: 0. Its energy above the lowest of the compared OMol25 structures with the same formula, charge and spin is 119.9 kcal/mol. Its SMILES is O=S1=C[C@@H](F)CN=1. The calculation puts the orbital gap (alpha / beta) at 8.50 / 8.28 eV. The highest occupied orbital energy (alpha / beta) is -9.6 / -9.4 eV.

Molecular formula: C3H9N3O2
Method: DFT, wB97M-V/def2-TZVPD

XYZ file:
```
17
C3H9N3O2 | OMol25 | wB97M-V/def2-TZVPD
H -1.947 0.101 0.689
N -2.042 0.930 0.113
C -0.996 1.633 0.083
N -0.773 2.638 -0.841
C 0.597 2.753 -1.329
H -0.184 1.549 0.821
H -1.476 2.609 -1.567
H 0.623 3.460 -2.148
H 1.230 3.165 -0.539
H 1.019 1.798 -1.632
N 1.360 -3.113 0.746
C 0.594 -1.986 0.603
O -0.407 -1.760 1.217
O 1.062 -1.128 -0.355
H 1.139 -3.689 1.543
H 2.334 -3.096 0.495
H 1.391 -1.646 -1.100
```

As for the net charge: 0. Its energy above the lowest of the compared OMol25 structures with the same formula, charge and spin is 38.0 kcal/mol. Its SMILES is [H]/N=C/NC.NC(=O)O. The calculation puts the orbital gap at 8.83 eV. The highest occupied orbital energy is -8.5 eV.

Molecular formula: C12H11BrCl2O2Pd
Method: DFT, wB97M-V/def2-TZVPD

XYZ file:
```
29
C12H11BrCl2O2Pd | OMol25 | wB97M-V/def2-TZVPD
C 2.277 -0.284 -0.089
C 2.572 0.828 0.781
C 2.332 0.417 2.159
H 2.565 1.863 0.383
C 1.861 -0.983 2.100
C 1.852 -1.398 0.705
H 1.364 -2.296 0.273
H 2.228 -0.298 -1.192
H 2.234 1.084 3.060
H 1.432 -1.555 2.929
Pd 0.641 0.271 1.083
Br -0.636 2.965 0.246
C -2.182 -0.232 -1.709
C -1.506 -1.493 -1.677
C -0.277 -1.352 -2.405
H -1.816 -2.362 -1.095
C -0.193 -0.004 -2.873
C -1.392 0.679 -2.479
H -1.596 1.742 -2.604
H -3.083 0.021 -1.152
H 0.489 -2.120 -2.521
H 0.662 0.453 -3.367
Cl -3.292 1.564 4.257
C -3.168 0.025 3.357
Cl -4.528 -0.196 2.276
C -1.841 -0.107 2.615
O -0.864 0.248 3.361
O -1.776 -0.501 1.413
H -3.213 -0.770 4.123
```

Its multiplicity is 3. As for the net charge: -2. Its energy above the lowest of the compared OMol25 structures with the same formula, charge and spin is 6.7 kcal/mol. The calculation puts the orbital gap (alpha / beta) at 4.77 / 4.76 eV. The highest occupied orbital energy (alpha / beta) is 0.2 / 0.2 eV.

no.,total energy (Eh)
1,-39254.26319
2,-1462.85691
3,-311.01720
4,-497.03501
5,-3272.49000
6,-744.57454
7,-434.46560
8,-4236.52167